{"formula": "C2H11N5O", "method": "ωB97M-V with the def2-TZVPD basis set", "symbols": ["C", "C", "N", "N", "N", "N", "N", "O", "H", "H", "H", "H", "H", "H", "H", "H", "H", "H", "H"], "coordinates": [[-1.0444, -0.2562, 0.5408], [-1.0009, 2.0769, 1.2045], [-1.3162, 1.1867, 0.3113], [-0.7620, -0.5624, -1.7171], [2.4668, -1.3132, 0.1519], [-0.1977, -0.8583, -0.4474], [1.5623, -0.4094, -0.0511], [-1.2127, 3.2551, 0.8147], [-0.5142, -0.3036, 1.6249], [-1.9606, -0.7505, 0.5679], [-0.6545, 1.6415, 2.1034], [-1.5369, 1.4837, -0.6161], [-0.6145, 0.3655, -1.9480], [-0.5158, -1.2269, -2.5574], [2.5474, -1.4947, 1.0877], [2.9615, -1.9467, -0.6444], [-0.2546, -1.9236, -0.2755], [1.8689, 0.1506, -0.8452], [-1.3427, 3.8877, 1.6015]], "forces_ev_per_angstrom": [[1.68, 1.84, 3.70], [-1.09, -1.69, -2.28], [1.66, -2.10, 0.31], [-0.17, -3.78, -1.54], [-0.06, -1.27, -4.56], [0.83, -2.29, -1.26], [1.35, 1.16, 0.58], [-0.35, 2.97, 2.56], [-1.22, -0.25, -2.64], [-1.59, -0.91, 0.06], [0.42, 0.67, 1.55], [-0.82, 0.41, -0.50], [0.72, 1.98, -0.80], [-0.32, 1.59, 2.50], [0.69, -1.48, 2.65], [-1.39, 2.06, 2.51], [0.20, 1.90, -0.49], [-1.08, -0.22, -0.83], [0.54, -0.61, -1.51]], "mulliken_charge": [-0.3852, 0.1957, -0.1040, -0.6654, -0.4002, 0.0809, -0.0259, -0.3571, 0.3898, 0.3296, 0.4010, 0.2720, 0.2168, 0.3089, 0.2638, 0.3147, 0.4212, 0.2957, 0.4477], "charge": 2, "homo_energy_ev": -17.475, "molar_mass_g_mol": 121.144, "multiplicity": 1, "fmax_ev_per_a": 4.73, "gap_ev": 9.53}



{"formula": "C2H7NS2", "method": "ωB97M-V with the def2-TZVPD basis set", "symbols": ["C", "C", "N", "S", "S", "H", "H", "H", "H", "H", "H", "H"], "coordinates": [[-0.5068, -0.7295, -0.7396], [0.3343, 0.5391, -0.5508], [1.4373, 0.4138, 1.0402], [-0.9002, 1.8603, -0.4759], [1.4112, -1.0702, 1.8311], [-1.3399, -0.7460, -0.0988], [0.2039, -1.5371, -0.4110], [-0.9984, -0.9278, -1.6817], [1.1409, 0.6409, -1.2056], [0.9409, 1.2227, 1.5993], [-1.7332, 1.4636, -1.5280], [0.0099, -1.1298, 2.2208]], "forces_ev_per_angstrom": [[2.75, -0.88, 0.81], [-1.33, -1.55, 2.22], [-3.44, 2.72, -1.52], [0.12, 0.81, -0.39], [-2.32, 0.40, 0.44], [-0.83, 0.16, 1.40], [-0.99, 0.08, -0.73], [0.76, 0.22, -0.81], [0.97, 0.46, -1.04], [1.41, -2.27, -1.04], [0.97, 0.04, 1.03], [1.94, -0.19, -0.36]], "mulliken_charge": [-1.3861, 0.1612, -0.4413, -0.2446, -0.1543, 0.4203, 0.3184, 0.4216, 0.3476, 0.2839, 0.1412, 0.1322], "homo_energy_ev": -8.891, "molar_mass_g_mol": 109.219, "multiplicity": 1, "fmax_ev_per_a": 4.64, "gap_ev": 9.29}



Copy entry 2 word for word.
{"formula": "C2H7NS2", "method": "ωB97M-V with the def2-TZVPD basis set", "symbols": ["C", "C", "N", "S", "S", "H", "H", "H", "H", "H", "H", "H"], "coordinates": [[-0.5068, -0.7295, -0.7396], [0.3343, 0.5391, -0.5508], [1.4373, 0.4138, 1.0402], [-0.9002, 1.8603, -0.4759], [1.4112, -1.0702, 1.8311], [-1.3399, -0.7460, -0.0988], [0.2039, -1.5371, -0.4110], [-0.9984, -0.9278, -1.6817], [1.1409, 0.6409, -1.2056], [0.9409, 1.2227, 1.5993], [-1.7332, 1.4636, -1.5280], [0.0099, -1.1298, 2.2208]], "forces_ev_per_angstrom": [[2.75, -0.88, 0.81], [-1.33, -1.55, 2.22], [-3.44, 2.72, -1.52], [0.12, 0.81, -0.39], [-2.32, 0.40, 0.44], [-0.83, 0.16, 1.40], [-0.99, 0.08, -0.73], [0.76, 0.22, -0.81], [0.97, 0.46, -1.04], [1.41, -2.27, -1.04], [0.97, 0.04, 1.03], [1.94, -0.19, -0.36]], "mulliken_charge": [-1.3861, 0.1612, -0.4413, -0.2446, -0.1543, 0.4203, 0.3184, 0.4216, 0.3476, 0.2839, 0.1412, 0.1322], "homo_energy_ev": -8.891, "molar_mass_g_mol": 109.219, "multiplicity": 1, "fmax_ev_per_a": 4.64, "gap_ev": 9.29}